This record from the OMol25 dataset describes a molecular structure, C21H43N6O4STl. The level of theory is the ωB97M-V functional and the def2-TZVPD basis.

HOMO in eV: -7.84
Total energy in hartree: -2026.1428
Lowest unoccupied orbital energy in eV: -0.36
Total charge: 0
Multiplicity: 1
Kohn-Sham gap in eV: 7.480

Geometry (Å):
Tl  2.0136  -0.6835  0.7680
C  -1.9585  2.9020  2.1490
C  -1.1932  3.0481  0.8381
C  -2.1242  2.8756  -0.3663
C  -2.9247  1.5733  -0.6065
C  -4.2009  1.5088  0.2417
C  -3.3768  1.6733  -2.0754
N  -2.1206  0.3568  -0.3018
C  -2.1876  -0.7105  -1.2919
C  -1.4748  -1.9999  -0.8971
N  -0.0124  -2.0933  -1.0322
C  0.3465  -3.3159  -0.2884
C  1.8396  -3.6910  -0.3475
O  2.1412  -4.6914  -0.9901
O  2.6283  -2.9344  0.3166
C  0.5318  -2.2310  -2.4360
C  -0.4277  -1.9728  -3.6004
C  1.8714  -1.4842  -2.6076
C  1.9397  0.0568  -2.7176
C  1.6251  0.5472  -4.1434
C  3.3813  0.4644  -2.4052
N  1.0478  0.6329  -1.6970
C  0.8695  2.0812  -1.6754
C  0.9692  2.6762  -0.2664
N  0.0229  2.2035  0.7536
C  0.6716  2.1086  2.0632
C  0.0219  1.0988  3.0215
O  -0.0840  1.3851  4.2081
O  -0.3419  0.0052  2.4536
H  -2.8909  3.4642  2.0709
H  -1.4031  3.2890  3.0004
H  -2.2051  1.8638  2.3662
H  -0.8628  4.1025  0.7843
H  -1.5451  3.0761  -1.2637
H  -2.8591  3.6857  -0.3199
H  -4.8410  2.3771  0.0700
H  -3.9777  1.4476  1.3045
H  -4.7756  0.6215  -0.0454
H  -3.8958  2.6227  -2.2154
H  -4.0664  0.8779  -2.3598
H  -2.5286  1.6589  -2.7626
H  -2.3295  -0.3992  1.6279
H  -1.1688  0.6136  -0.0344
H  -1.8727  -0.3911  -2.2829
H  -3.2436  -0.9848  -1.4103
H  -1.9499  -2.8243  -1.4493
H  -1.6944  -2.1783  0.1591
H  -0.2162  -4.1722  -0.6847
H  0.0646  -3.1684  0.7591
H  0.8024  -3.2863  -2.5461
H  -0.7100  -0.9331  -3.7311
H  -1.3367  -2.5681  -3.5273
H  0.0841  -2.2773  -4.5149
H  2.3282  -1.8906  -3.5151
H  2.5291  -1.7948  -1.7943
H  2.2179  -0.0076  -4.8729
H  1.8773  1.6032  -4.2567
H  0.5749  0.4280  -4.4040
H  4.0639  -0.0125  -3.1109
H  3.6700  0.1528  -1.4000
H  3.5232  1.5435  -2.4855
H  0.1521  0.1721  -1.7560
H  -0.0620  2.3654  -2.1662
H  1.6601  2.5599  -2.2570
H  0.9211  3.7750  -0.3593
H  1.9754  2.4371  0.0803
H  0.7435  3.0779  2.5737
H  1.6936  1.7580  1.9134
N  -4.6363  -1.3747  1.4765
C  -4.0218  -1.4396  2.6501
N  -4.6643  -1.9556  3.6957
S  -2.3856  -0.8668  2.8916
H  -5.5450  -1.7765  1.3157
H  -4.1468  -0.9664  0.6939
H  -5.5474  -2.4296  3.6123
H  -4.1905  -1.9938  4.5828

Cartesian forces (eV/Å) of the 6 atoms listed first:
-0.16 -0.01 0.17
-0.03 0.01 0.01
0.01 0.06 -0.07
0.00 -0.01 0.05
0.02 0.10 -0.08
0.00 0.10 -0.08

This record from the OMol25 dataset describes 2 unconnected molecules or ions with the total composition C6H12O. The level of theory is the ωB97M-V functional and the def2-TZVPD basis.

HOMO in eV: -8.54
Total energy in hartree: -310.9326
SMILES: C=CC(=C)CC.O
Lowest unoccupied orbital energy in eV: 0.80
Energy above the lowest of the compared OMol25 structures with the same formula, charge and spin in kJ/mol: 332.6
Total charge: 0
Multiplicity: 1
Kohn-Sham gap in eV: 9.337

Geometry (Å):
C  -0.2615  1.6444  0.4695
C  0.0481  0.5179  1.0612
C  0.9281  -0.5292  0.3248
C  1.8328  0.0176  -0.6200
C  1.0755  -1.8752  1.0925
C  2.5254  -2.4908  1.0494
H  -0.7773  2.5043  0.9972
H  0.2228  2.0098  -0.3948
H  0.1753  0.5470  2.1713
H  1.9624  1.0790  -0.7206
H  2.5579  -0.5590  -1.1487
H  0.5887  -2.5424  0.3325
H  0.6947  -1.6984  2.1057
H  2.7390  -2.7272  0.0126
H  3.2663  -1.8363  1.3938
H  2.4911  -3.4788  1.5660
O  -5.0813  2.2177  -2.5643
H  -4.4457  2.9505  -2.8121
H  -5.7153  2.3013  -3.2536

Cartesian forces (eV/Å) of the 6 atoms listed first:
-1.13 2.82 1.53
2.54 -1.11 0.18
2.85 3.03 0.24
-2.24 -1.94 2.80
1.03 0.24 -3.16
-2.29 -1.04 -0.28

This record from the OMol25 dataset describes C4H5NO in the gas phase. The level of theory is the ωB97M-V functional and the def2-TZVPD basis.

HOMO in eV: -8.68
Total energy in hartree: -285.2669
SMILES: C=C/C=C1/NO1
Lowest unoccupied orbital energy in eV: 0.93
Energy above the lowest of the compared OMol25 structures with the same formula, charge and spin in kJ/mol: 387.8
Total charge: 0
Multiplicity: 1
Kohn-Sham gap in eV: 9.613

Geometry (Å):
C  -1.6970  -0.6145  0.2679
C  -1.2138  0.5274  -0.2284
C  0.2011  0.9352  -0.1712
C  1.1623  0.0696  0.1269
N  2.5019  -0.2359  0.3443
O  1.3388  -1.2262  0.3906
H  -2.7418  -0.8880  0.1525
H  -1.0645  -1.3183  0.8048
H  -1.8945  1.2149  -0.7326
H  0.4729  1.9642  -0.3932
H  2.9345  -0.4284  -0.5618

Cartesian forces (eV/Å) of the 6 atoms listed first:
0.03 0.06 -0.04
-0.07 -0.19 0.03
0.14 -0.16 0.11
-0.37 0.22 -0.25
-0.04 0.13 0.02
0.03 0.10 0.05